The following is a quantum chemistry calculation of an isolated molecule of C16H20N4O3S, from the Open Molecules 2025 dataset.

Properties
Largest force on an atom (eV/A): 1.6
Gap between HOMO and LUMO (eV): 8.38
SMILES: CCOc1ccc(NC(=O)CCC(=O)Nc2nnc(CC)s2)cc1
Energy (eV): -39855.263

The geometry in ORCA input format:
```
! wB97M-V def2-TZVPD RIJCOSX def2/J DEFGRID3
* xyz 0 1
C -5.909 -1.000 0.603
C -4.466 -1.393 0.881
O -3.707 -1.069 -0.267
C -2.363 -1.298 -0.256
C -1.652 -1.843 0.806
C -0.279 -1.988 0.713
C 0.408 -1.600 -0.432
C -0.309 -1.079 -1.508
C -1.674 -0.930 -1.414
H -2.237 -0.519 -2.237
H 0.213 -0.776 -2.400
N 1.805 -1.683 -0.424
C 2.680 -1.158 -1.335
O 2.395 -0.863 -2.470
C 4.064 -0.935 -0.742
H 4.397 -1.803 -0.171
H 4.760 -0.752 -1.559
C 4.018 0.308 0.169
C 3.245 0.013 1.428
O 3.659 -0.699 2.316
N 1.986 0.564 1.579
C 1.187 1.244 0.705
N 1.510 1.707 -0.451
N 0.511 2.303 -1.083
C -0.600 2.327 -0.450
C -1.835 2.980 -0.945
H -1.760 4.051 -0.727
C -3.108 2.420 -0.323
H -3.974 2.944 -0.720
H -3.093 2.550 0.758
H -3.213 1.362 -0.545
H -1.852 2.871 -2.031
S -0.501 1.543 1.128
H 1.546 0.316 2.459
H 5.038 0.551 0.472
H 3.578 1.144 -0.372
H 2.197 -2.013 0.448
H 0.268 -2.398 1.551
H -2.147 -2.148 1.714
H -4.398 -2.470 1.086
H -4.084 -0.843 1.752
H -6.529 -1.241 1.462
H -6.277 -1.537 -0.266
H -5.971 0.066 0.405
*
```

---

The following is a quantum chemistry calculation of a cluster of 2 separate species, CH3BrO in total, from the Open Molecules 2025 dataset.

Properties
Largest force on an atom (eV/A): 6.0
Gap between HOMO and LUMO (eV): 10.26
SMILES: C=O.Br
Energy (eV): -73173.123

The geometry in ORCA input format:
```
! wB97M-V def2-TZVPD RIJCOSX def2/J DEFGRID3
* xyz 0 1
C 1.236 -0.148 0.114
O 0.425 -0.793 0.842
Br -2.636 0.121 0.263
H 2.101 -0.828 -0.066
H -1.921 0.838 -0.495
H 0.795 0.809 -0.658
*
```

---

- Which formula does entry 1 have?
  C16H20N4O3S

---

Copy entry 1 word for word.
The following is a quantum chemistry calculation of an isolated molecule of C16H20N4O3S, from the Open Molecules 2025 dataset.

Properties
Largest force on an atom (eV/A): 1.6
Gap between HOMO and LUMO (eV): 8.38
SMILES: CCOc1ccc(NC(=O)CCC(=O)Nc2nnc(CC)s2)cc1
Energy (eV): -39855.263

The geometry in ORCA input format:
```
! wB97M-V def2-TZVPD RIJCOSX def2/J DEFGRID3
* xyz 0 1
C -5.909 -1.000 0.603
C -4.466 -1.393 0.881
O -3.707 -1.069 -0.267
C -2.363 -1.298 -0.256
C -1.652 -1.843 0.806
C -0.279 -1.988 0.713
C 0.408 -1.600 -0.432
C -0.309 -1.079 -1.508
C -1.674 -0.930 -1.414
H -2.237 -0.519 -2.237
H 0.213 -0.776 -2.400
N 1.805 -1.683 -0.424
C 2.680 -1.158 -1.335
O 2.395 -0.863 -2.470
C 4.064 -0.935 -0.742
H 4.397 -1.803 -0.171
H 4.760 -0.752 -1.559
C 4.018 0.308 0.169
C 3.245 0.013 1.428
O 3.659 -0.699 2.316
N 1.986 0.564 1.579
C 1.187 1.244 0.705
N 1.510 1.707 -0.451
N 0.511 2.303 -1.083
C -0.600 2.327 -0.450
C -1.835 2.980 -0.945
H -1.760 4.051 -0.727
C -3.108 2.420 -0.323
H -3.974 2.944 -0.720
H -3.093 2.550 0.758
H -3.213 1.362 -0.545
H -1.852 2.871 -2.031
S -0.501 1.543 1.128
H 1.546 0.316 2.459
H 5.038 0.551 0.472
H 3.578 1.144 -0.372
H 2.197 -2.013 0.448
H 0.268 -2.398 1.551
H -2.147 -2.148 1.714
H -4.398 -2.470 1.086
H -4.084 -0.843 1.752
H -6.529 -1.241 1.462
H -6.277 -1.537 -0.266
H -5.971 0.066 0.405
*
```

---

- The lowest energy belongs to which entry?
  CH3BrO

---

Repeat the second record exactly.
The following is a quantum chemistry calculation of a cluster of 2 separate species, CH3BrO in total, from the Open Molecules 2025 dataset.

Properties
Largest force on an atom (eV/A): 6.0
Gap between HOMO and LUMO (eV): 10.26
SMILES: C=O.Br
Energy (eV): -73173.123

The geometry in ORCA input format:
```
! wB97M-V def2-TZVPD RIJCOSX def2/J DEFGRID3
* xyz 0 1
C 1.236 -0.148 0.114
O 0.425 -0.793 0.842
Br -2.636 0.121 0.263
H 2.101 -0.828 -0.066
H -1.921 0.838 -0.495
H 0.795 0.809 -0.658
*
```